(1)
Density functional theory data (the ωB97M-V functional and the def2-TZVPD basis) for 2 unconnected molecules or ions with the total composition C5H14.

Calculated values
HOMO-LUMO gap = 0.4343 Ha

```
19
C5H14, DFT the ωB97M-V functional and the def2-TZVPD basis
C -0.44816 -0.85633 -1.67746
C 0.23033 -0.18593 -2.80604
H -0.04769 -1.81280 -1.51082
H -0.23868 -0.13464 -0.90749
H -1.43459 -0.91728 -1.92535
H 1.21221 0.26081 -2.79120
H -0.34266 0.71242 -3.07932
H 0.16729 -0.89854 -3.56463
C -0.37771 -0.09550 1.65015
C 1.12679 -0.21377 1.83120
C -0.58500 1.35570 1.22559
H -0.79542 -0.90476 0.98892
H -1.05169 -0.34415 2.56361
H 1.56942 0.37274 1.12040
H -0.65457 1.86440 2.13070
H 1.45354 -1.23420 1.60057
H 1.38725 -0.22101 2.92355
H 0.37422 1.72178 0.72247
H -1.27622 1.51026 0.38794
```

=====

(2)
Density functional theory data (the ωB97M-V functional and the def2-TZVPD basis) for 2 unconnected molecules or ions with the total composition C5H14.

Calculated values
HOMO-LUMO gap = 0.4594 Ha

```
19
C5H14, DFT the ωB97M-V functional and the def2-TZVPD basis
C 0.45656 1.47026 0.95827
C 1.02990 0.03895 0.87176
C 0.89524 2.15896 2.27836
H -0.63483 1.42230 0.99381
H 0.88422 2.01119 0.11456
H 1.19575 -0.18345 -0.19476
H 2.00633 -0.11546 1.32149
H 0.17931 2.93739 2.55138
H 1.79844 2.74139 2.11222
H 0.31057 -0.70746 1.18880
H 0.92765 1.41796 3.06499
C -1.40997 -1.00772 -2.22287
C -0.82274 -2.26379 -1.61439
H -2.04949 -0.43203 -1.55199
H -0.63341 -0.34127 -2.61679
H -1.95401 -1.28016 -3.12960
H -0.13027 -2.06468 -0.79780
H -0.41911 -3.03584 -2.26602
H -1.63013 -2.76653 -1.06144
```

=====

Which is less stable than every other structure shown? (1) is.